No. 1
# C24H48O24

8 unconnected molecules or ions with the total composition C24H48O24 (ωB97M-V/def2-TZVPD, the OMol25 dataset).

```
96
Properties=species:S:1:pos:R:3:forces:R:3
C -7.14253 -5.15930 14.87149 0.972 -0.065 0.215
O -7.65966 -5.24440 13.55300 -0.354 -1.440 -0.362
C -7.69633 -6.45298 12.88923 -0.558 -1.144 2.607
O -7.66798 -7.58029 13.39411 0.376 2.498 -1.123
O -7.90229 -6.12728 11.65089 0.324 1.547 -0.869
C -7.98855 -7.07221 10.61819 -0.128 -0.924 0.172
H -7.42239 -5.87247 15.64686 -0.916 -0.300 -0.533
H -7.39326 -4.15075 15.20020 0.223 -0.141 0.000
H -6.06708 -5.32026 14.79676 0.216 0.482 0.097
H -7.10591 -7.71133 10.64243 -0.205 -0.247 -0.033
H -8.01534 -6.54699 9.66344 -0.121 0.125 0.289
H -8.91111 -7.62238 10.80340 0.170 -0.397 -0.460
C -3.07739 -12.56452 -5.14203 0.053 -1.041 -2.327
O -2.49031 -11.67684 -4.25116 0.713 0.642 2.032
C -2.60351 -11.74800 -2.91043 -1.018 1.409 1.424
O -1.84819 -11.18778 -2.10872 -2.013 -2.022 -2.435
O -3.86227 -12.31167 -2.59047 3.192 0.774 -2.876
C -4.18727 -12.39247 -1.26595 -0.455 -0.242 1.574
H -3.28896 -12.02850 -6.06725 -0.292 0.525 0.249
H -3.97378 -13.14277 -4.91796 0.171 0.370 0.864
H -2.29657 -13.23057 -5.50917 0.053 -0.478 0.439
H -5.24530 -12.13050 -1.25969 0.051 0.023 0.681
H -3.55468 -11.73472 -0.66988 -0.310 0.101 0.126
H -4.04128 -13.42028 -0.93372 -0.142 -0.049 0.255
C -6.55660 -20.99409 2.64900 -0.225 -0.257 0.387
O -5.97363 -20.53145 1.40551 -0.092 -1.380 1.759
C -6.22100 -19.30409 1.09603 -2.537 5.077 1.327
O -6.65441 -18.34043 1.81872 1.656 -3.674 -1.999
O -6.05262 -19.20055 -0.20191 0.538 0.146 -1.758
C -6.44277 -18.02230 -0.92398 0.098 0.567 0.113
H -6.91043 -20.19392 3.29912 0.434 0.256 -0.291
H -5.83511 -21.61702 3.17769 0.076 0.167 -0.242
H -7.43850 -21.59406 2.42451 0.148 -0.101 -0.306
H -6.90804 -18.27465 -1.87685 -0.610 -0.675 0.499
H -5.60538 -17.44345 -1.31359 0.577 -0.080 0.811
H -7.05686 -17.40205 -0.27107 -0.058 -0.036 -0.291
C -3.34978 -8.79651 4.36609 0.093 0.537 2.296
O -3.46676 -8.40810 3.06424 -0.791 -1.246 -1.868
C -2.87527 -7.38539 2.49231 1.188 0.447 1.982
O -2.06203 -6.64400 2.99163 -0.147 -0.166 0.181
O -3.35030 -7.33868 1.29700 -0.234 1.422 -3.046
C -2.93521 -6.19613 0.48150 0.012 0.182 0.179
H -2.39830 -9.23051 4.67342 0.201 -0.048 -0.470
H -4.14656 -9.51334 4.56460 0.096 0.054 -0.083
H -3.50185 -7.91085 4.98301 -0.034 -0.084 0.409
H -2.08671 -5.65066 0.89456 0.091 -0.533 0.223
H -3.73639 -5.45801 0.44424 -0.288 -0.343 -0.035
H -2.68827 -6.53520 -0.52456 -0.188 -0.244 0.231
C -1.91253 -16.95381 4.84316 -1.634 -0.210 0.168
O -0.67737 -16.25037 4.89446 -0.673 0.809 1.027
C -0.72760 -14.98008 5.39611 -0.767 2.040 -1.618
O -1.71735 -14.28669 5.75278 3.776 -3.002 -0.883
O 0.56607 -14.49387 5.12755 -2.386 -2.237 1.671
C 0.66208 -13.11776 5.26110 0.329 1.605 -1.136
H -2.70275 -16.43369 5.38457 0.255 0.182 0.185
H -1.89116 -17.97131 5.23347 0.838 0.163 0.290
H -2.32110 -17.07495 3.83992 0.606 0.393 -0.379
H 0.31843 -12.75256 4.29331 -0.530 0.741 0.216
H 1.70937 -12.81582 5.25001 0.074 -0.377 0.578
H 0.10518 -12.69846 6.09905 0.099 -0.099 -0.128
C -15.33141 -9.25756 10.61703 1.491 0.969 0.647
O -16.26115 -10.04639 11.29976 -2.143 -0.288 1.875
C -16.88614 -9.60134 12.43486 -1.851 0.250 0.294
O -16.97243 -8.47596 12.88586 0.906 -1.382 -0.927
O -17.60357 -10.66498 12.95539 1.791 -0.525 -2.286
C -18.55286 -10.55105 13.97341 -0.059 1.861 0.827
H -15.38055 -8.17972 10.77179 -0.792 0.026 0.125
H -15.36655 -9.45369 9.54541 -0.014 -0.338 0.290
H -14.39150 -9.51883 11.10326 0.507 -0.104 -0.774
H -18.23371 -11.12339 14.84442 -0.048 -0.050 -0.138
H -19.56976 -10.80786 13.67664 0.281 -0.472 -0.448
H -18.59853 -9.49082 14.22228 -0.072 0.036 0.499
C -8.52529 -14.19934 5.16906 -0.736 0.327 0.228
O -8.69378 -13.39458 6.39770 -1.562 0.537 0.319
C -9.91447 -13.27319 7.08465 0.019 -0.540 1.086
O -10.18069 -12.44277 7.96029 1.341 -2.008 -2.904
O -10.74548 -14.34390 6.79350 0.767 1.557 0.420
C -11.93378 -14.42921 7.61737 0.075 -1.587 -0.606
H -9.49808 -14.48035 4.76557 0.127 -0.325 0.303
H -7.85960 -15.04752 5.32889 -0.404 -0.078 0.528
H -8.04198 -13.63349 4.37262 0.022 0.687 0.487
H -12.26539 -15.45474 7.45481 0.019 -0.122 -0.250
H -12.75351 -13.82770 7.22455 0.378 0.589 0.534
H -11.70323 -14.43604 8.68269 -0.053 0.971 -0.153
C -17.21657 -11.19805 4.01761 -0.154 -0.909 0.443
O -16.91526 -12.03956 5.23880 -0.936 0.198 -0.913
C -17.94757 -12.29283 6.12331 -0.803 3.126 -1.253
O -18.98510 -11.61733 6.11204 1.859 -2.123 0.237
O -17.53228 -13.19656 7.00029 -1.584 -1.460 0.613
C -18.51791 -13.53234 8.09575 0.415 2.453 0.719
H -16.94021 -10.14860 4.11943 -0.210 -0.157 0.696
H -18.24283 -11.31140 3.66824 -0.160 0.148 0.736
H -16.64950 -11.55692 3.15869 0.535 -0.526 0.574
H -19.42478 -12.94028 7.97271 0.151 -0.052 -0.455
H -18.02896 -13.09922 8.96835 0.036 -0.061 0.065
H -18.83285 -14.52257 8.42494 0.870 -0.628 -1.445
```
Forces are in eV/Å.

Properties
**E_HOMO**: -0.3895 Eh
**Structure (SMILES)**: COC(=O)OC.COC(=O)OC.COC(=O)OC.COC(=O)OC.COC(=O)OC.COC(=O)OC.COC(=O)OC.COC(=O)OC
**Multiplicity**: 1
**Frontier orbital gap**: 0.3973 hartree

Atom charges from the Mulliken analysis, given in e for atoms 1 to 6: C -0.64; O -0.29; C 0.75; O -0.57; O -0.28; C -0.59

---

No. 2
# C43H57N6O2P2SSi2Ta

A molecular structure, C43H57N6O2P2SSi2Ta (ωB97M-V/def2-TZVPD, the OMol25 dataset).

```
114
Properties=species:S:1:pos:R:3:forces:R:3
Ta 0.08209 0.80217 -0.46030 0.112 0.718 0.833
C -2.16526 3.53055 -0.46024 0.056 -0.034 -0.022
C -1.78696 3.19238 -1.88702 0.099 -0.015 0.122
N -0.38998 2.70094 -1.93985 -0.078 -0.090 -0.098
C 0.60973 3.79864 -1.95514 0.104 -0.089 0.016
C 1.02103 4.31521 -0.57696 -0.030 -0.080 0.005
S 1.08309 3.08015 0.78333 -0.090 0.074 -0.113
C -0.22331 3.74068 1.87891 0.009 -0.080 -0.039
C -1.51126 2.92620 1.80421 0.092 -0.065 0.044
N -1.74385 2.43964 0.44200 -0.041 0.026 -0.240
H -1.68064 4.45419 -0.14912 0.030 0.003 0.015
H -3.24064 3.71136 -0.38582 0.008 -0.015 -0.029
H -2.43282 2.40676 -2.26142 0.002 -0.019 -0.003
H -1.91712 4.05966 -2.53878 -0.001 0.021 0.018
H -0.28837 2.23403 -2.84082 -0.022 0.031 0.123
H 1.49166 3.44272 -2.48115 -0.082 0.033 0.029
H 0.21566 4.63801 -2.53408 -0.021 0.020 0.031
H 2.01055 4.76456 -0.64717 0.030 -0.054 0.009
H 0.35163 5.09830 -0.23437 -0.003 0.035 0.016
H 0.17011 3.74482 2.89404 0.015 -0.031 -0.017
H -0.36379 4.78330 1.60408 0.000 0.015 -0.021
H -1.42701 2.04840 2.44179 -0.033 0.035 -0.020
H -2.34869 3.53584 2.15765 0.012 0.007 0.020
H -2.50168 1.76344 0.48478 0.014 0.009 0.028
C 4.05104 -1.40219 2.01246 0.001 0.091 -0.097
Si 3.36717 -0.44286 0.55708 0.115 -0.011 -0.114
C 3.85740 -1.40989 -0.98772 -0.038 0.094 0.077
C 4.17505 1.24817 0.68846 -0.070 -0.065 0.062
N 1.57706 -0.32204 0.57825 0.164 0.130 0.279
P 0.63549 -0.89180 1.80581 -0.237 0.035 -0.022
C -0.81263 -0.12241 1.29075 0.361 -0.293 -0.458
P -2.01422 -0.83660 0.31337 -0.075 -0.161 0.038
N -1.67763 -0.02483 -1.10574 -0.730 -0.291 -0.181
Si -2.63834 -0.15097 -2.61419 -0.156 -0.064 -0.138
C -1.70983 0.50489 -4.11018 0.072 0.005 0.083
C -4.23757 0.83700 -2.38331 0.128 -0.033 0.008
C -3.09088 -1.89323 -3.12603 0.062 0.137 0.049
C -1.94080 -2.60496 -0.02102 -0.067 0.090 0.099
C -2.76300 -3.49146 0.67062 -0.069 0.006 -0.005
C -2.70367 -4.84930 0.39719 0.011 -0.020 -0.027
C -1.82134 -5.32600 -0.56186 -0.026 0.031 0.006
C -0.98088 -4.44793 -1.23357 -0.047 0.021 -0.049
C -1.03425 -3.09224 -0.96038 -0.023 0.010 -0.100
C -3.68125 -0.51809 0.92804 0.085 0.005 0.038
C -3.83383 0.18305 2.12284 0.053 0.020 0.024
C -5.10096 0.44143 2.62748 -0.027 0.002 -0.003
C -6.22026 -0.01158 1.94576 0.021 0.008 0.006
C -6.07526 -0.73405 0.76648 -0.013 -0.008 -0.007
C -4.81310 -0.99066 0.26174 -0.015 0.010 -0.026
C 1.19247 -0.32810 3.43347 -0.098 0.071 -0.034
C 1.00851 1.01427 3.75725 -0.006 -0.001 -0.042
C 1.42947 1.52201 4.97364 -0.004 -0.019 -0.029
C 2.03349 0.67738 5.89522 0.010 -0.034 0.008
C 2.21569 -0.66326 5.58934 0.006 0.018 0.027
C 1.80105 -1.16643 4.36514 0.010 -0.015 -0.051
C 0.58145 -2.68289 1.96237 0.065 0.120 -0.047
C 1.30512 -3.52401 1.12712 0.081 0.034 0.034
C 1.26511 -4.89695 1.32288 0.022 -0.001 0.039
C 0.49138 -5.42994 2.34269 0.013 0.030 -0.014
C -0.25439 -4.59326 3.16486 0.014 0.005 0.004
C -0.21055 -3.22324 2.97636 0.015 -0.012 0.051
H 5.10126 -1.57537 1.75401 0.011 0.006 0.000
H 4.04499 -0.82585 2.93536 -0.044 0.004 0.043
H 3.61042 -2.37946 2.19722 -0.074 -0.063 -0.011
H 4.50832 -0.84304 -1.65507 -0.006 0.041 -0.044
H 4.42608 -2.28735 -0.67269 0.020 -0.002 -0.002
H 3.00854 -1.77844 -1.56577 -0.046 0.045 -0.011
H 5.15283 1.24592 0.20183 0.023 -0.028 -0.003
H 3.58506 2.05753 0.26686 0.075 -0.074 0.017
H 4.33855 1.47736 1.74384 0.006 0.004 0.017
H -1.28600 1.50961 -4.07017 -0.125 -0.044 -0.073
H -0.91519 -0.18323 -4.39855 0.002 0.002 -0.006
H -2.43417 0.52785 -4.92857 -0.027 -0.033 -0.010
H -4.30600 1.34483 -1.41943 0.001 0.013 0.019
H -4.35466 1.58641 -3.16951 0.009 0.004 -0.018
H -5.10309 0.17760 -2.44933 -0.019 -0.034 -0.012
H -2.22020 -2.44673 -3.47662 0.043 -0.027 0.034
H -3.60021 -2.50633 -2.38490 -0.005 0.005 0.070
H -3.76634 -1.78296 -3.98043 -0.013 0.012 0.006
H -3.46016 -3.12636 1.41449 0.005 -0.007 0.002
H -3.35007 -5.53347 0.93015 -0.006 -0.005 0.000
H -1.78603 -6.38443 -0.78324 0.002 -0.008 -0.004
H -0.28721 -4.82111 -1.97582 0.006 -0.003 0.004
H -0.38128 -2.41067 -1.49201 -0.004 0.024 -0.018
H -2.95152 0.49740 2.66899 -0.016 -0.022 -0.013
H -5.21255 0.97796 3.56006 -0.003 0.004 0.006
H -7.20833 0.18194 2.34081 -0.011 0.000 0.002
H -6.94856 -1.10813 0.24930 -0.005 0.008 -0.006
H -4.71140 -1.57472 -0.64357 0.012 -0.018 -0.036
H 0.50772 1.65454 3.04647 0.029 -0.015 0.025
H 1.27941 2.56684 5.21254 -0.001 0.009 0.006
H 2.35516 1.06253 6.85312 0.011 0.004 0.009
H 2.68368 -1.32435 6.30608 0.004 0.005 0.007
H 1.96613 -2.21111 4.14274 -0.021 -0.024 -0.020
H 1.89817 -3.11055 0.31988 0.022 0.008 0.001
H 1.83749 -5.54948 0.67728 0.002 -0.009 -0.008
H 0.46301 -6.50036 2.49564 0.009 -0.013 0.008
H -0.86190 -5.00988 3.95673 -0.011 -0.005 0.007
H -0.78066 -2.57208 3.63018 -0.007 0.007 0.005
O 0.55029 -0.25021 -2.21925 0.052 -0.018 -0.063
N 1.59838 -0.00124 -2.94598 0.092 0.092 0.002
N 2.28733 0.93193 -2.47310 -0.257 -0.199 0.063
O 1.92070 1.50264 -1.34456 0.251 -0.107 -0.092
C 3.46336 1.40390 -3.14974 0.210 0.043 -0.097
C 4.16985 2.45495 -2.58890 -0.019 -0.013 -0.036
C 5.30591 2.90973 -3.24202 0.003 0.006 -0.004
C 5.71437 2.31834 -4.42684 0.008 0.013 -0.005
C 4.98788 1.26562 -4.97111 -0.006 -0.008 0.005
C 3.85207 0.79494 -4.33781 0.015 0.026 0.052
H 3.85164 2.89647 -1.65747 0.009 -0.002 -0.010
H 5.87427 3.72509 -2.81686 0.002 0.009 0.003
H 6.60155 2.67659 -4.93037 0.006 -0.001 0.000
H 5.30922 0.80542 -5.89481 0.000 -0.005 -0.008
H 3.28540 -0.02601 -4.75034 -0.007 -0.008 -0.002
```
Forces are in eV/Å.

Properties
**E_HOMO**: -0.4857 Eh
**Charge**: +2
**Multiplicity**: 1
**Frontier orbital gap**: 0.2847 hartree

Atom charges from the Mulliken analysis, given in e for atoms 1 to 6: Ta 0.65; C -1.01; C -0.36; N -0.07; C -0.62; C -1.20

---

No. 3
# C13H12N4O2OsS2SbSe4

A molecular structure, C13H12N4O2OsS2SbSe4 (ωB97M-V/def2-TZVPD, the OMol25 dataset).

```
39
Properties=species:S:1:pos:R:3:forces:R:3
Os 0.37375 0.08953 -0.12521 -0.441 -0.231 0.009
S 3.18171 0.15937 -3.59859 -0.315 -0.269 0.127
C 2.60352 -1.45493 -3.48227 0.095 0.319 -0.001
C 1.71670 -1.63634 -2.46388 0.103 -0.047 -0.038
C 1.47342 -0.45586 -1.71981 0.557 0.810 0.001
C 2.20404 0.61012 -2.25530 -0.153 -0.869 -0.002
C 2.10154 1.90374 -1.65219 0.144 0.110 -0.066
C 2.79075 3.04834 -2.05028 -0.224 -0.076 0.220
C 2.61222 4.22066 -1.34115 -0.033 -0.245 0.037
C 1.75824 4.21941 -0.24455 -0.072 -0.122 -0.015
C 1.09984 3.05089 0.08752 -0.035 0.580 0.230
N 1.24673 1.91836 -0.59555 0.326 0.426 -0.287
H 2.95904 -2.18493 -4.18178 0.076 -0.191 -0.157
H 1.25981 -2.58475 -2.24115 -0.036 -0.178 -0.012
H 3.45296 2.98317 -2.89896 0.072 0.076 -0.066
H 3.13906 5.11858 -1.62133 0.053 0.103 -0.067
H 1.59254 5.10791 0.34155 -0.007 0.078 0.071
H 0.43783 3.02565 0.94376 -0.034 -0.073 -0.056
C -1.63992 -3.30454 3.06599 0.438 -0.252 0.472
N -2.37143 -2.67760 2.00183 -0.101 0.455 -0.724
C -3.73117 -2.57563 1.89830 -0.786 0.150 -0.382
C -4.01183 -1.95971 0.72188 -0.251 -0.181 0.466
N -2.81187 -1.68156 0.12215 0.243 -0.235 0.394
C -1.81284 -2.11103 0.91925 0.339 0.030 -0.169
S -0.12994 -2.04698 0.62609 0.337 -0.191 -0.242
H -2.29322 -3.43681 3.92384 -0.107 -0.077 -0.045
H -0.80168 -2.67423 3.36516 0.014 -0.070 -0.134
H -1.25447 -4.27026 2.74022 0.000 0.017 0.071
H -4.38763 -2.93077 2.66620 -0.123 -0.135 0.070
H -4.94764 -1.70605 0.27049 -0.195 0.046 -0.033
H -2.67281 -1.20849 -0.76403 0.124 -0.127 0.241
Se -2.11673 -0.17119 4.31138 0.012 -0.551 0.291
Sb -2.39344 2.18020 3.82207 0.615 1.703 -1.584
Se -4.34694 3.19655 4.95995 0.071 -0.099 0.063
Se -0.41248 3.57714 3.60031 -1.153 -0.702 0.416
Se -3.55800 2.03242 1.13775 -1.627 1.118 1.975
O -1.08703 1.06595 1.40874 -0.622 -0.045 -0.881
N -2.05464 1.26939 0.62167 2.703 -1.697 -1.551
O -1.92895 0.88347 -0.56712 -0.008 0.642 1.361
```
Forces are in eV/Å.

Properties
**E_HOMO (alpha / beta)**: -0.3622 / -0.3543 Eh
**<S²>**: 6.0388
**Charge**: +1
**Multiplicity**: 5
**Frontier orbital gap (alpha / beta)**: 0.1713 / 0.1062 hartree

Atom charges from the natural (NBO) analysis, given in e for atoms 1 to 6: Os 0.70; S 0.46; C -0.37; C -0.27; C -0.22; C -0.34

---

Values of energy above the lowest of the compared OMol25 structures with the same formula, charge and spin, in order: 5.978; 0.000; 2.494, all in eV.
Values of total energy, in order: -74800.7689; -105263.9955; -315780.3598, all in eV.